C31H73N11O7 | ωB97M-V with the def2-TZVPD basis set

Atoms and positions in Å:
C 15.4697 -10.7793 -21.0754
C 14.9773 -9.4168 -20.5848
C 15.0469 -9.3823 -19.0447
C 15.9148 -8.3217 -21.1151
C 15.3458 -6.8933 -21.1015
C 13.9692 -6.9027 -21.7580
C 12.9579 -7.8790 -21.1589
C 12.5278 -7.3668 -19.7635
C 11.7282 -7.9557 -22.0913
N 13.6106 -9.2100 -21.1083
O 12.7084 -10.1814 -20.6075
H 14.6770 -11.4856 -21.3088
H 16.1070 -10.6723 -21.9523
H 16.0951 -11.2515 -20.3141
H 16.0623 -9.6228 -18.7222
H 14.8217 -8.4212 -18.5815
H 14.3600 -10.1215 -18.6294
H 16.8299 -8.3863 -20.5240
H 16.1893 -8.4579 -22.1661
H 15.3749 -6.5282 -20.0705
H 15.9419 -6.1741 -21.6653
H 14.1426 -7.2823 -22.7732
H 13.5567 -5.8990 -21.8650
H 13.4011 -6.9997 -19.2230
H 12.0768 -8.1502 -19.1547
H 11.8403 -6.5229 -19.8417
H 10.8808 -8.3670 -21.5460
H 11.9884 -8.5327 -22.9760
H 11.4996 -6.9168 -22.3318
H 12.4284 -10.5486 -21.4657
C 5.2092 -9.3893 -24.6837
C 5.6566 -10.6637 -23.9632
C 4.3622 -11.1531 -23.2506
C 6.0547 -11.6946 -25.0542
C 6.7400 -12.9004 -24.4014
C 7.8507 -12.4685 -23.4248
C 7.4766 -11.4629 -22.3536
C 6.7177 -12.1763 -21.2054
C 8.7524 -10.8833 -21.7507
N 6.7252 -10.3961 -23.0142
O 6.4709 -9.2888 -22.1920
H 6.0359 -8.8135 -25.1182
H 4.5317 -9.6740 -25.4881
H 4.7223 -8.6419 -24.0548
H 4.3955 -10.8747 -22.1959
H 3.4521 -10.7039 -23.6518
H 4.1906 -12.2323 -23.2849
H 5.1184 -11.9725 -25.5422
H 6.6579 -11.1920 -25.8081
H 5.9839 -13.4884 -23.8674
H 7.0816 -13.6149 -25.1536
H 8.6213 -12.0853 -24.1013
H 8.2542 -13.3920 -23.0053
H 7.3165 -12.9898 -20.8006
H 5.7919 -12.5895 -21.6051
H 6.5077 -11.4173 -20.4518
H 8.5815 -10.0244 -21.0994
H 9.4263 -10.4451 -22.4953
H 9.2887 -11.6668 -21.2161
H 6.9656 -8.5667 -22.5947
C 14.0601 -14.5321 -21.2930
C 14.8294 -15.5326 -22.1747
C 14.0413 -15.7309 -23.4760
C 16.2421 -15.0110 -22.5584
C 17.2448 -15.0440 -21.4149
C 17.3331 -16.4663 -20.8930
C 15.9744 -17.0071 -20.4473
C 16.2481 -18.5160 -20.2338
C 15.5307 -16.3913 -19.1283
N 15.0018 -16.8753 -21.5476
O 13.7508 -17.4276 -21.1575
H 13.5093 -13.7831 -21.8721
H 13.3261 -15.0803 -20.7050
H 14.7560 -13.9053 -20.7337
H 13.9650 -14.8133 -24.0725
H 14.3358 -16.5130 -24.1767
H 12.9703 -15.8654 -23.2847
H 16.6100 -15.6278 -23.3826
H 16.1456 -13.9849 -22.9211
H 18.2177 -14.7466 -21.8089
H 16.8801 -14.3476 -20.6554
H 18.0849 -16.5121 -20.1024
H 17.7701 -17.0278 -21.7247
H 17.1350 -18.6848 -19.6220
H 16.4337 -18.9859 -21.2030
H 15.4350 -19.0855 -19.7788
H 15.5711 -15.3038 -19.1944
H 16.2391 -16.6648 -18.3428
H 14.5419 -16.7249 -18.8204
H 13.7233 -18.1873 -21.7478
N 11.0124 -13.6033 -23.5424
C 11.4280 -12.3137 -23.6471
N 11.1734 -11.7270 -24.8522
O 12.1441 -11.7502 -22.8070
H 10.7533 -14.0934 -24.3866
H 11.3153 -14.0521 -22.6953
H 11.6721 -10.8582 -24.9636
H 10.5063 -12.0527 -25.5329
N 11.4767 -16.6628 -27.0292
C 11.2731 -15.4295 -26.5128
N 12.2636 -14.5279 -26.8171
O 10.2133 -15.1085 -25.9597
H 10.8513 -17.4080 -26.7815
H 12.3104 -16.9071 -27.5271
H 13.0102 -14.8354 -27.4092
H 12.1411 -13.5392 -26.6637
N 8.7685 -13.5928 -27.7798
C 8.5432 -12.2528 -27.6715
N 7.3321 -11.8464 -28.1903
O 9.3100 -11.5354 -27.0352
H 8.0622 -14.2945 -27.8942
H 9.6619 -13.9243 -27.4553
H 7.1181 -10.8688 -28.1837
H 6.8982 -12.5682 -28.7304
N 14.8477 -11.6853 -24.0180
C 14.5081 -10.7380 -24.9136
N 13.8596 -9.6476 -24.4156
O 14.7261 -10.8286 -26.1343
H 14.4045 -11.6807 -23.1216
H 15.2651 -12.5219 -24.3844
H 13.8042 -9.4978 -23.4132
H 13.6358 -8.9720 -25.1245

Cartesian forces (eV/Å) of the 2 atoms listed first:
0.67 -0.21 0.16
-0.47 0.61 0.56

## Properties
* total charge: 0
* relative energy (zero: lowest compared OMol25 entry of this formula, charge and spin): 0.000 eV
* lowest unoccupied orbital energy: 0.22 eV
* HOMO-LUMO gap: 8.03 eV
* calculated total energy: -2354.02800 hartree
* molar mass: 711.995 g mol⁻¹

***

C31H88N18O15 | ωB97M-V with the def2-TZVPD basis set

Atoms and positions in Å:
C -0.2999 -2.3500 0.8399
O -0.2339 -1.6970 -0.2124
N 0.7799 -2.8701 1.4781
N -1.4923 -2.6645 1.3863
H 1.6330 -2.9877 0.9608
H 0.5293 -3.4135 2.2824
H -2.3039 -2.5867 0.7648
H -1.6925 -3.2361 2.1872
C -0.7191 1.1312 -4.9652
O 0.0469 1.1887 -4.0050
N -1.6321 2.1078 -5.2651
N -0.9393 -0.0141 -5.6565
H -2.4390 1.7537 -5.7429
H -1.7438 2.8320 -4.5753
H -0.2957 -0.7674 -5.4381
H -1.5598 -0.1845 -6.4231
C 1.2223 3.9243 3.5478
O 0.6679 2.8155 3.6121
N 2.0111 4.2888 2.5158
N 1.0344 4.9462 4.4519
H 2.3607 5.2243 2.5199
H 1.8156 3.7259 1.6924
H 1.5497 5.7987 4.4030
H 0.3733 4.7291 5.1788
C 0.6870 1.8915 0.0337
O 1.1366 3.0536 0.0112
N 0.3196 1.1607 -1.0443
N 0.5383 1.2051 1.1966
H -0.2388 0.3420 -0.8439
H 0.1901 1.6114 -1.9400
H 0.7812 1.6196 2.0906
H 0.4332 0.2160 1.0171
C 0.4182 -1.6340 -3.8186
O -0.4489 -1.5337 -4.6973
N 0.6557 -2.7764 -3.1511
N 1.2444 -0.6046 -3.5002
H 1.5294 -2.9567 -2.6835
H -0.0530 -3.4868 -3.1932
H 1.8760 -0.5743 -2.7220
H 0.8992 0.2673 -3.8816
C -1.2169 1.4405 6.2834
O -1.7654 1.1331 7.3393
N -1.1111 0.5742 5.2396
N -0.6074 2.6374 6.0762
H -0.8336 0.9422 4.3429
H -1.3094 -0.4058 5.2511
H -0.0266 2.7310 5.2407
H -0.6222 3.1936 6.9135
C 2.3738 4.4749 -2.8278
O 2.8840 4.9143 -3.8556
N 1.4991 3.4413 -2.8362
N 2.6388 4.8780 -1.5469
H 1.0971 3.2315 -1.9385
H 1.3241 3.0111 -3.7254
H 3.2467 5.6422 -1.3261
H 2.1769 4.3444 -0.8202
C 7.3196 3.3312 -1.7760
O 6.6047 2.8030 -0.6580
C 5.4855 1.9728 -1.0607
C 4.5269 1.7454 0.0923
N 5.0057 0.5720 0.8137
C 4.4880 0.3619 2.1636
C 5.0916 1.4234 3.1307
O 6.4471 1.6715 3.0300
C 7.2295 0.5314 3.2775
H 7.7394 2.5755 -2.4435
H 8.2239 3.6482 -1.2445
H 6.7730 4.1864 -2.1673
H 5.9107 1.0581 -1.4762
H 4.8746 2.4231 -1.8506
H 3.4895 1.5123 -0.1318
H 4.6737 2.6499 0.6989
H 6.0089 0.5869 0.9512
H 4.5882 -0.6110 2.6625
H 3.3925 0.3356 2.1428
H 4.6991 1.2580 4.1480
H 4.4760 2.3058 2.9354
H 6.9032 -0.3179 2.6675
H 7.1141 0.3036 4.3446
H 8.2883 0.6505 3.0525
C 3.4583 -2.0289 -0.3367
O 3.0626 -3.0145 -1.2734
C 4.1703 -3.7092 -1.7960
C 3.6895 -4.9991 -2.3504
N 3.1464 -4.6634 -3.6808
C 2.3231 -5.6923 -4.3491
C 3.0371 -6.9709 -4.7481
O 3.1341 -6.9113 -6.1859
C 3.8903 -7.9729 -6.7340
H 2.5508 -1.4223 -0.2339
H 4.1275 -1.2731 -0.7576
H 3.8061 -2.2597 0.6727
H 4.9067 -3.9873 -1.0289
H 4.6833 -3.0981 -2.5435
H 2.9107 -5.3807 -1.6799
H 4.5033 -5.6974 -2.5339
H 2.4578 -3.9351 -3.8531
H 1.8713 -5.2559 -5.2401
H 1.4550 -5.9163 -3.7086
H 2.4457 -7.8219 -4.3946
H 4.0343 -7.1295 -4.3294
H 3.4409 -8.9389 -6.4817
H 4.9178 -7.9144 -6.3645
H 3.8257 -7.8436 -7.8131
C -8.4928 3.0668 3.8294
O -7.4031 2.6608 4.6600
C -7.2727 1.2648 4.7763
C -5.8141 0.9778 5.1830
N -4.9740 0.9220 3.9793
C -4.6235 2.2570 3.4772
C -3.5500 2.1097 2.3762
O -3.3473 3.3895 1.8171
C -2.0574 3.5255 1.2796
H -8.2505 2.6426 2.8518
H -8.5514 4.1521 3.8339
H -9.4808 2.7206 4.1460
H -7.4069 0.8164 3.7868
H -7.9298 0.9099 5.5771
H -5.7950 0.1186 5.8572
H -5.4362 1.7397 5.8772
H -4.0918 0.4517 4.1497
H -4.3481 2.8791 4.3328
H -5.4657 2.7030 2.9471
H -3.8596 1.3227 1.6878
H -2.6070 1.7944 2.8399
H -1.8632 2.6366 0.6691
H -1.2295 3.7852 1.9441
H -1.9715 4.3029 0.5132
C -3.8627 -1.0060 -4.1793
O -4.0751 -0.7357 -2.8216
C -2.8967 -0.8116 -2.0283
C -3.2972 -0.4582 -0.6079
N -3.9050 -1.6339 -0.0147
C -4.8509 -1.3639 1.0492
C -5.7770 -2.5604 1.3554
O -6.7407 -2.8037 0.3578
C -7.4791 -1.6524 -0.0008
H -2.8858 -1.3739 -4.5201
H -4.0641 -0.1596 -4.8364
H -4.4525 -1.8927 -4.4406
H -2.1755 -0.1190 -2.4723
H -2.5627 -1.8546 -2.0260
H -4.0409 0.3487 -0.6199
H -2.4720 -0.0644 -0.0045
H -4.0925 -2.3792 -0.6656
H -5.4034 -0.4412 0.8560
H -4.3244 -1.1797 1.9928
H -6.2722 -2.4245 2.3229
H -5.0952 -3.4005 1.5054
H -7.5854 -0.9963 0.8657
H -8.4341 -1.9465 -0.4343
H -7.0245 -1.0606 -0.8033

Cartesian forces (eV/Å) of the 2 atoms listed first:
-0.09 -0.39 -1.14
0.29 -0.06 0.75

## Properties
* total charge: 0
* relative energy (zero: lowest compared OMol25 entry of this formula, charge and spin): 7.548 eV
* lowest unoccupied orbital energy: 0.02 eV
* HOMO-LUMO gap: 8.24 eV
* calculated total energy: -3348.02001 hartree
* molar mass: 953.156 g mol⁻¹

***

C4H8ClNiO2S | ωB97M-V with the def2-TZVPD basis set

Atoms and positions in Å:
Ni 4.0589 -0.7230 -0.1626
Cl 2.8905 -2.4277 -1.5228
C -1.5968 0.3360 0.6760
C -1.1943 -0.8788 -0.2163
C -0.0985 -0.2945 -1.2050
S 0.8327 0.9618 -0.1057
O 0.8974 2.2494 -0.8336
O 2.1215 0.2633 0.2666
C -0.3495 0.9336 1.3181
H -2.2128 0.0981 1.5432
H -2.1631 1.0332 0.0586
H -2.0851 -1.3609 -0.6190
H -0.7915 -1.6019 0.4928
H -0.6856 0.2753 -1.9253
H 0.6129 -0.9720 -1.6772
H -0.3836 1.8539 1.9012
H 0.1468 0.2542 2.0110

Cartesian forces (eV/Å) of the 2 atoms listed first:
-1.24 -0.79 -0.80
0.67 0.99 0.77

## Properties
* total charge: 0
* 2S+1: 4
* lowest unoccupied orbital energy (spin up / spin down): 0.47 / -1.54 eV
* HOMO-LUMO gap (spin up / spin down): 7.72 / 8.03 eV
* calculated total energy: -2674.26939 hartree
* molar mass: 214.319 g mol⁻¹
* ⟨S²⟩: 3.7532

***

Q: What is the total charge in the third record?
A: 0

***

Q: What is the molar mass in the second record?
A: 953.156 g mol⁻¹